Here is the ion C3H9N2S with charge -1 from the Open Molecules 2025 dataset. Energies are from the ωB97M-V functional and the def2-TZVPD basis.

Geometry as XYZ:
```
15
Properties=species:S:1:pos:R:3:forces:R:3:lowdin_charge:R:1
N -0.285471 0.596609 -2.071859 0.5 1.1 0.8 -0.027
C 0.319349 -0.346413 -1.099989 -1.5 -0.8 -0.8 -0.256
C 0.501603 0.183927 0.344741 1.0 -0.2 -0.5 -0.505
N -0.308453 1.356627 0.632308 -0.6 0.2 -0.2 -0.020
C 0.218785 -0.972192 1.352420 0.6 0.6 -0.6 -0.760
S 0.206166 -0.489549 3.110878 -0.1 -0.1 -0.4 0.110
H -1.096019 0.306169 -2.574279 -0.4 -0.8 -0.1 0.031
H -0.588965 1.406207 -1.539702 0.2 0.2 -0.2 0.026
H -0.310676 -1.244798 -0.980873 -0.2 0.2 -0.3 0.087
H 1.201365 -0.734598 -1.611000 0.5 0.2 0.7 0.090
H 1.558764 0.483285 0.344639 -0.1 0.1 0.7 0.117
H -0.409574 1.355037 1.653948 0.3 0.1 0.1 -0.021
H -1.268125 1.184189 0.325209 0.1 -0.1 0.0 0.058
H 0.987325 -1.730958 1.168284 -0.1 -0.2 0.0 0.035
H -0.726076 -1.353543 0.945276 -0.2 -0.3 0.6 0.035
```
Positions in Å, forces in eV/Å.

The largest force on an atom is 0.0364 Eh/bohr. Its SMILES is NC[C@@H](N)C[S-]. As for the frontier orbital gap: 6.62 eV. The total charge is -1. The value obtained for the energy relative to the best compared isomer or geometry (same formula, charge and spin) is 58.4 kJ/mol. As for the LUMO energy: 4.017 eV. The total energy comes out at -17072.92130 eV.